Record 1
# C4H6ClN2

An isolated ion of composition C4H6ClN2 and charge +1 in a non-equilibrium geometry (ωB97M-V/def2-TZVPD, the Open Molecules 2025 dataset).

ORCA input file:
```
! wB97M-V def2-TZVPD RIJCOSX def2/J DEFGRID3
* xyz 1 3
C 1.723 0.503 0.175
C -0.596 0.863 0.264
C 2.920 0.137 0.289
C -1.779 -1.184 -0.497
N 0.657 1.373 0.324
N -0.848 -0.373 0.268
Cl 4.381 -0.210 -0.022
H 0.072 -0.928 0.618
H -1.401 1.506 0.076
H -1.489 -1.169 -1.521
H -1.805 -2.133 -0.051
H -2.742 -0.715 -0.277
H 0.907 2.331 0.353
*
```

Energy above the lowest of the compared OMol25 structures with the same formula, charge and spin = 56.7 kcal per mole
Kohn-Sham gap (spin up / spin down) = 5.8 / 7.3 eV
HOMO level (spin up / spin down) = -9.77 / -14.91 eV

=====

Record 2
# C4H6ClN3

The molecule C4H6ClN3 in a non-equilibrium geometry (ωB97M-V/def2-TZVPD, the Open Molecules 2025 dataset).

ORCA input file:
```
! wB97M-V def2-TZVPD RIJCOSX def2/J DEFGRID3
* xyz 0 1
C 0.667 -1.546 0.116
C -0.336 -0.420 0.229
C -1.619 -0.324 0.664
N -2.038 1.011 0.633
N -1.124 1.727 0.162
C 0.029 0.933 -0.083
N 1.306 1.444 0.042
Cl -0.504 0.479 -2.191
H 1.405 -1.449 0.897
H 0.948 -1.649 -1.022
H 0.229 -2.511 0.356
H -2.438 -1.120 0.895
H 2.129 0.954 -0.360
H 1.347 2.471 -0.338
*
```

Energy above the lowest of the compared OMol25 structures with the same formula, charge and spin = 83.0 kcal per mole
Kohn-Sham gap = 8.0 eV
HOMO level = -9.50 eV

=====

Record 3
# C4H6ClN3

A 2-piece molecular cluster, C4H6ClN3 overall (ωB97M-V/def2-TZVPD, the Open Molecules 2025 dataset).

ORCA input file:
```
! wB97M-V def2-TZVPD RIJCOSX def2/J DEFGRID3
* xyz 0 1
N 0.540 2.266 -0.003
C 0.552 0.921 -0.002
N -0.529 0.296 -0.495
C -0.483 -1.027 -0.509
C 0.593 -1.745 -0.012
C 1.630 -0.996 0.525
N 1.626 0.323 0.523
H -0.225 2.746 -0.439
H 1.360 2.754 0.307
H -1.346 -1.523 -0.935
H 0.611 -2.821 -0.035
H 2.502 -1.455 0.973
Cl -4.017 -0.005 0.241
H -2.815 0.263 -0.139
*
```

Energy above the lowest of the compared OMol25 structures with the same formula, charge and spin = 3.0 kcal per mole
Kohn-Sham gap = 9.8 eV
HOMO level = -9.02 eV

=====

Record 4
# C4H6ClNOS

The molecule C4H6ClNOS in a non-equilibrium geometry (ωB97M-V/def2-TZVPD, the Open Molecules 2025 dataset).

ORCA input file:
```
! wB97M-V def2-TZVPD RIJCOSX def2/J DEFGRID3
* xyz 0 1
O 2.201 -0.258 0.574
C 1.709 -0.942 -0.289
N 0.390 -1.128 -0.391
C -0.571 -0.192 0.128
C -1.888 -0.700 -0.017
Cl -3.283 0.212 0.000
C -0.176 1.030 0.852
S 0.121 2.555 -0.382
H 2.286 -1.460 -1.270
H 0.162 -1.577 -1.380
H -2.052 -1.736 -0.346
H 0.805 1.059 1.545
H -1.114 1.048 1.610
H 1.410 2.089 -0.633
*
```

Energy above the lowest of the compared OMol25 structures with the same formula, charge and spin = 63.3 kcal per mole
Kohn-Sham gap = 8.9 eV
HOMO level = -8.64 eV